DFT (wB97M-V/def2-TZVPD) results for a structure of composition C2H2O6Tl in a non-equilibrium geometry.

```
11
Properties=species:S:1:pos:R:3:forces:R:3:nbo_charge:R:1
Tl -10.67552 -6.37149 -13.23042 -0.29 0.12 -0.05 0.980
O -12.60395 -6.60175 -15.39060 -0.77 -0.37 0.03 -0.473
O -13.91432 -8.35543 -15.35052 0.24 1.28 1.20 -0.364
O -13.26195 -7.65758 -17.28992 0.51 1.37 0.13 -0.603
O -13.89312 -5.99910 -12.75348 0.29 -6.90 -1.13 -0.325
O -12.74279 -4.30734 -12.58241 1.70 0.39 -0.34 -0.505
O -14.96992 -4.12972 -12.53845 0.91 -0.08 -0.29 -0.590
C -13.86702 -4.83177 -12.64178 -1.62 4.15 1.03 0.918
C -13.28836 -7.47962 -15.99626 0.53 -1.30 0.08 0.940
H -13.82273 -8.43059 -17.38787 -0.45 -0.67 -0.84 0.518
H -14.48936 -3.30186 -12.61148 -1.04 2.00 0.18 0.504
```
Positions in Å, forces in eV/Å.

Output
energy relative to the best compared isomer or geometry (same formula, charge and spin) = 39.21 kcal/mol
highest occupied orbital energy = -14.2 eV
lowest unoccupied orbital energy = -10.4 eV
total charge = +1
frontier orbital gap = 3.84 eV

---

DFT (wB97M-V/def2-TZVPD) results for an isolated molecule of C5H7NO in a non-equilibrium geometry.

```
14
Properties=species:S:1:pos:R:3:forces:R:3:nbo_charge:R:1
O 1.76395 -1.15264 -0.22093 -1.55 -0.41 -0.13 -0.544
N 1.60169 1.06545 0.42309 1.46 -0.29 0.01 -0.633
C 0.36212 -1.58718 -0.04051 0.88 1.22 -0.09 0.100
C -0.79001 0.90501 -0.01975 -0.09 -0.82 -0.10 -0.403
C -1.92134 -0.02591 0.17752 -0.77 -0.43 -0.04 -0.433
C -0.61496 -0.69312 0.09900 1.15 1.52 -0.20 -0.111
C 1.88253 0.18978 -0.43630 -0.10 0.58 0.23 0.397
H 0.45227 -2.68142 -0.06900 -0.78 0.67 0.18 0.221
H -0.60193 1.33894 -1.00690 -0.22 -0.45 0.25 0.221
H -2.36896 0.03357 1.16361 -0.18 -0.21 -0.07 0.227
H 1.33312 0.58445 1.28674 0.14 0.22 -0.03 0.343
H 2.10738 0.48408 -1.46608 0.23 -0.23 0.21 0.157
H -0.59164 1.66945 0.75131 0.12 -1.01 -0.18 0.236
H -2.61423 -0.13047 -0.64182 -0.30 -0.36 -0.02 0.222
```
Positions in Å, forces in eV/Å.

Output
energy relative to the best compared isomer or geometry (same formula, charge and spin) = 92.62 kcal/mol
highest occupied orbital energy = -9.3 eV
lowest unoccupied orbital energy = 1.0 eV
total charge = 0
frontier orbital gap = 10.30 eV
SMILES = [H]/N=C\OC=C1CC1

---

DFT (wB97M-V/def2-TZVPD) results for a structure of composition C17H31AlN4O6P in a non-equilibrium geometry.

```
60
Properties=species:S:1:pos:R:3:forces:R:3:nbo_charge:R:1
P -1.22365 0.58076 0.75091 -0.38 -0.06 0.39 0.954
Al 1.12942 0.28078 -0.78437 -2.22 -0.92 -0.83 1.773
O 2.92966 3.15050 -1.72127 0.53 -1.32 -0.09 -0.705
O 0.20196 2.90842 -1.23558 0.36 -0.14 0.04 -0.571
O 2.58329 -1.25538 -2.11683 0.00 0.46 0.93 -0.931
O 0.86476 -2.47694 0.27382 0.32 1.22 0.28 -0.514
O 1.78476 2.52542 0.88135 0.35 -0.91 -0.38 -0.525
O -0.11109 -2.05046 -1.99038 0.42 -1.06 0.46 -0.641
N -0.08903 -0.73805 -1.90834 -1.94 1.21 -2.36 -0.320
N 0.17402 1.68033 -1.67811 -1.79 0.21 -1.73 -0.323
N 1.26057 -1.18022 0.46389 1.29 -1.91 3.19 -0.264
N 1.84786 1.15363 0.73027 0.54 0.21 3.15 -0.341
C -2.07153 -2.76777 2.96711 0.00 0.03 0.09 -0.193
C -3.11745 -3.04149 0.79946 0.06 0.10 0.16 -0.191
C -0.89734 -0.05333 -2.76247 2.01 -2.99 1.84 0.186
C 3.10392 1.71418 -1.91189 0.89 1.93 -0.61 -0.281
C 1.82447 -0.93751 1.67005 -1.71 -2.45 -3.16 0.207
C -2.66013 1.44982 0.03138 0.07 0.15 -0.27 -0.942
C 1.88487 -1.97473 2.72672 0.52 -0.05 0.51 -0.681
C -1.97481 -0.97402 1.34335 0.11 -0.17 0.00 -0.274
C -2.77094 -3.56100 2.05412 0.05 0.30 -0.18 -0.195
C -1.67996 -1.47304 2.62447 -0.20 -0.13 -0.49 -0.260
C -1.05499 1.56600 2.28498 0.16 0.11 -0.01 -0.950
C -0.66853 1.32806 -2.70207 2.12 2.79 2.60 0.207
C -1.88063 -0.77596 -3.60429 -0.15 0.21 -0.48 -0.668
C -2.72563 -1.75063 0.44164 0.29 -0.15 0.52 -0.217
C 2.86707 0.99205 2.99611 -0.11 0.20 0.40 -0.690
C 2.22168 0.40761 1.80022 -0.42 3.72 -2.23 0.263
C -1.30239 2.39569 -3.49630 -0.51 0.03 -0.33 -0.680
H -2.05633 2.92641 -2.90014 0.15 0.05 -0.18 0.244
H -0.69839 2.56880 2.01213 -0.13 -0.24 0.10 0.263
H 0.91474 -2.07826 3.23696 0.21 0.03 -0.29 0.269
H 2.15267 -2.95312 2.31524 -0.14 0.22 -0.03 0.272
H 2.90871 2.08289 2.91842 -0.03 -0.30 0.04 0.275
H -3.39666 1.61137 0.83056 0.13 -0.06 -0.31 0.248
H -2.99725 -1.34405 -0.53181 0.13 -0.19 0.16 0.211
H -1.82420 -3.15054 3.96248 -0.16 0.07 -0.38 0.223
H -1.37468 -1.50604 -4.24628 -0.07 0.00 0.23 0.262
H -3.05277 -4.57803 2.32017 0.03 0.24 -0.05 0.230
H 2.31756 0.70107 3.90252 0.13 0.14 -0.17 0.253
H 2.23938 1.36036 -2.48387 0.18 -0.01 0.16 0.213
H 2.63310 -1.69614 3.48083 -0.22 -0.10 -0.18 0.239
H -2.04143 1.63367 2.76725 0.39 0.00 -0.02 0.250
H -3.69088 -3.64080 0.09149 0.16 0.12 0.24 0.229
H 3.31453 -1.61971 -1.58397 -0.42 -0.01 -0.44 0.500
H 0.39710 -2.44442 -0.65972 -0.22 0.03 -0.37 0.501
H 3.80287 3.54454 -1.55264 -0.40 -0.27 -0.09 0.480
H -0.32765 1.12471 2.97741 -0.17 0.13 -0.10 0.224
H 3.88919 0.60057 3.10937 -0.24 0.04 -0.11 0.262
H -3.11231 0.86562 -0.77731 0.07 0.16 0.15 0.241
H -1.15952 -0.84548 3.35170 -0.13 -0.27 -0.21 0.209
H -2.32321 2.41597 -0.36775 -0.08 -0.19 0.08 0.260
H -2.42817 -0.08284 -4.25204 0.11 -0.14 0.20 0.232
H 1.24591 2.82738 0.05555 0.11 0.08 0.00 0.528
H 1.89027 -1.94978 -2.18550 0.05 0.10 -0.10 0.524
H -0.56146 3.12164 -3.85192 -0.11 -0.10 0.31 0.256
H 3.30913 1.21140 -0.95873 -0.10 -0.11 -0.10 0.176
H -1.78419 1.95841 -4.37384 -0.06 0.16 0.12 0.227
H -2.60964 -1.31420 -2.98388 0.29 0.01 -0.09 0.247
H 3.97337 1.52588 -2.55064 -0.13 -0.18 0.05 0.220
```
Positions in Å, forces in eV/Å.

Output
energy relative to the best compared isomer or geometry (same formula, charge and spin) = 28.34 kcal/mol
highest occupied orbital energy (spin up / spin down) = -10.3 / -10.3 eV
lowest unoccupied orbital energy (spin up / spin down) = -4.7 / -4.7 eV
total charge = +1
frontier orbital gap (spin up / spin down) = 5.55 / 5.55 eV

---

DFT (wB97M-V/def2-TZVPD) results for an isolated molecule of C3H4N2S in a non-equilibrium geometry.

```
10
Properties=species:S:1:pos:R:3:forces:R:3:nbo_charge:R:1
S -0.09510 1.68929 0.94880 -0.04 -0.13 -0.30 0.014
N 0.86942 -1.64092 -0.69005 0.37 1.04 0.15 -0.235
N -0.21832 -1.19608 -1.54634 -0.23 -0.46 0.88 -0.245
C -0.34922 -0.04531 0.45232 0.70 0.64 -0.49 -0.499
C -0.90031 -0.35569 -0.86865 -0.82 0.73 -2.28 0.063
C 0.85103 -0.91697 0.37166 -0.84 -0.76 -1.01 0.059
H 1.59948 -0.97094 1.10487 0.84 -0.27 0.93 0.208
H 0.65602 2.07138 -0.11080 -0.19 -0.24 0.21 0.137
H -1.10127 -0.45280 1.08580 -0.42 -0.33 1.35 0.282
H -1.79925 0.09052 -1.33802 0.61 -0.22 0.56 0.216
```
Positions in Å, forces in eV/Å.

Output
energy relative to the best compared isomer or geometry (same formula, charge and spin) = 50.59 kcal/mol
highest occupied orbital energy = -9.8 eV
lowest unoccupied orbital energy = 0.1 eV
total charge = 0
frontier orbital gap = 9.88 eV
SMILES = SC1C=NN=C1

---

DFT (wB97M-V/def2-TZVPD) results for an isolated molecule of C13H16N2O2S in a non-equilibrium geometry.

```
34
Properties=species:S:1:pos:R:3:forces:R:3:nbo_charge:R:1
S 3.63395 0.95651 0.84529 0.33 0.03 0.28 -0.189
O 1.26730 2.11492 0.76347 -0.08 0.08 0.01 -0.433
O -0.09448 -2.27169 -1.75940 -0.29 -0.08 -0.40 -0.636
N 1.63958 0.71735 -0.92107 0.04 0.70 0.62 -0.404
N 0.24345 -1.66829 0.38196 -0.15 0.00 0.46 -0.620
C -1.85755 1.58080 -1.80356 -0.09 0.05 -0.02 -0.206
C 0.13908 2.06955 -0.00512 -0.60 -0.37 -0.87 0.304
C -1.15201 -1.77339 0.76157 -0.26 -0.19 -0.07 -0.217
C 0.34694 1.17942 -1.06744 -0.63 0.59 0.29 0.089
C -0.65375 0.91802 -1.98551 0.20 -0.01 0.09 -0.226
C -2.05484 2.46955 -0.75385 -0.08 0.00 -0.02 -0.217
C 2.14466 -1.67825 -1.09968 -0.22 0.10 -0.16 -0.503
C -1.05953 -0.07957 2.64569 -0.06 -0.22 0.05 -0.611
C 0.65965 -1.93231 -0.87113 0.73 0.00 0.28 0.678
C 2.16435 1.27209 0.21053 0.56 -0.55 -0.29 0.363
C -1.33758 -1.52651 2.25263 0.05 0.19 -0.20 -0.405
C 2.30500 -0.28053 -1.71596 0.28 -0.43 -0.12 -0.206
C -1.05592 2.73259 0.17328 0.40 -0.07 0.10 -0.262
H -1.51064 -2.77154 0.48738 -0.01 0.14 0.00 0.209
H -2.36734 -1.77581 2.51305 0.03 -0.08 0.01 0.213
H -2.66403 1.39600 -2.49589 -0.08 -0.01 -0.07 0.222
H -0.68214 -2.19699 2.81344 -0.05 -0.10 0.04 0.199
H -0.51753 0.21125 -2.78691 0.02 -0.11 -0.08 0.243
H -3.00828 2.96364 -0.65104 -0.09 0.05 0.01 0.221
H 2.70621 -1.73245 -0.16724 0.03 0.03 -0.02 0.228
H -0.02732 0.19865 2.44544 0.13 0.12 0.00 0.199
H -1.24218 0.06342 3.70774 0.02 0.09 0.10 0.216
H 3.36556 -0.01887 -1.76734 -0.18 0.01 -0.06 0.245
H 2.53187 -2.41642 -1.80054 -0.03 -0.03 0.04 0.241
H -1.19885 3.41369 0.99535 -0.03 0.09 0.11 0.234
H 1.86872 -0.25980 -2.71595 0.03 0.04 0.06 0.221
H 0.90564 -1.42523 1.10108 0.13 -0.01 -0.15 0.403
H -1.73021 -1.04455 0.17998 -0.02 -0.09 0.04 0.200
H -1.70778 0.59473 2.08974 -0.04 0.09 -0.04 0.208
```
Positions in Å, forces in eV/Å.

Output
energy relative to the best compared isomer or geometry (same formula, charge and spin) = 7.53 kcal/mol
highest occupied orbital energy = -8.2 eV
lowest unoccupied orbital energy = 0.6 eV
total charge = 0
frontier orbital gap = 8.88 eV
SMILES = CCCNC(=O)CCn1c(=S)oc2ccccc21

---

DFT (wB97M-V/def2-TZVPD) results for a cluster of 2 separate species, C2H2N3O2 in total in a non-equilibrium geometry.

```
9
Properties=species:S:1:pos:R:3:forces:R:3:nbo_charge:R:1
O 0.90106 0.74158 -0.15389 0.19 -0.63 -1.65 -0.420
O -3.53118 -1.30387 -2.21119 1.30 -0.18 1.84 -0.416
N -1.70052 -0.78564 1.43831 -2.38 -0.86 3.15 0.129
N -2.47708 -1.17425 2.11924 0.66 0.55 -0.73 0.380
N 0.01668 0.53208 0.75713 -1.66 0.81 1.77 0.097
C -0.75735 -0.48540 0.57714 3.41 0.43 -3.69 -0.020
C -2.87650 -1.37762 -1.28459 -1.66 0.08 -2.10 0.434
H 1.14474 1.68944 -0.20932 0.03 -0.30 0.86 0.533
H -0.76556 -1.10242 -0.33189 0.11 0.09 0.55 0.281
```
Positions in Å, forces in eV/Å.

Output
energy relative to the best compared isomer or geometry (same formula, charge and spin) = 4.45 kcal/mol
highest occupied orbital energy (spin up / spin down) = -16.4 / -16.4 eV
lowest unoccupied orbital energy (spin up / spin down) = -6.9 / -6.9 eV
total charge = +1
frontier orbital gap (spin up / spin down) = 9.52 / 9.52 eV